1.
{
  "formula": "C25H43ClHgN3O4Si",
  "method": "the ωB97M-V functional and the def2-TZVPD basis",
  "symbols": ["O", "C", "C", "C", "H", "C", "H", "C", "H", "C", "H", "C", "H", "H", "C", "C", "H", "H", "H", "C", "C", "H", "H", "H", "H", "Hg", "Cl", "C", "O", "N", "C", "C", "H", "H", "H", "H", "H", "H", "H", "H", "H", "C", "C", "N", "H", "C", "O", "H", "H", "H", "H", "H", "H", "C", "C", "N", "H", "C", "O", "H", "H", "H", "H", "C", "Si", "C", "C", "C", "C", "H", "H", "H", "H", "H", "H", "H", "H", "H"],
  "coordinates": [[0.6152, -1.2846, -3.0992], [-0.4687, -0.5935, -3.3712], [-0.1469, 0.8536, -3.7911], [0.1369, 1.8183, -2.8316], [0.1144, 1.5345, -1.7673], [0.3696, 3.1427, -3.2329], [0.6140, 3.8929, -2.4769], [0.2763, 3.4859, -4.5887], [0.4316, 4.5232, -4.9009], [-0.0260, 2.5047, -5.5440], [-0.1260, 2.7643, -6.6018], [-0.1911, 1.1759, -5.1484], [-0.3978, 0.3845, -5.8772], [-0.9394, -1.0004, -4.3034], [-2.3395, -2.0638, -2.4121], [-1.7139, -0.6975, -2.3424], [-3.1233, -2.1084, -3.1879], [-2.8125, -2.3031, -1.4500], [-1.5792, -2.8270, -2.6247], [-2.5404, 0.4189, -2.1457], [-4.0231, 0.3580, -2.0514], [-2.1339, 1.4189, -2.2780], [-4.4639, 0.7471, -2.9802], [-4.3920, 0.9732, -1.2264], [-4.3924, -0.6595, -1.8829], [-1.4349, -0.2464, -0.0988], [-3.6095, -0.7021, 1.1725], [-1.3429, -0.6368, 3.3847], [-0.3555, -1.0454, 2.7816], [-1.6196, -0.8332, 4.6956], [-0.8780, -1.8077, 5.4683], [-2.5946, -0.0198, 5.4018], [-2.1343, -0.0612, 2.8673], [-0.1524, -2.2950, 4.8154], [-1.5634, -2.5539, 5.8888], [-0.3721, -1.3161, 6.3089], [-3.0000, 0.7210, 4.7018], [-2.1221, 0.4888, 6.2557], [-3.4207, -0.6377, 5.7815], [4.3314, 1.4210, -2.3306], [4.0316, 1.5609, 0.3080], [3.2800, 1.1901, -2.1047], [3.4012, 0.6655, 0.3286], [3.1911, 0.2216, -1.0285], [2.8054, 0.7653, -2.9949], [2.8120, -1.0552, -1.2581], [2.6088, -1.8890, -0.3658], [3.8798, -0.1374, 0.8987], [2.6944, -1.2881, -2.3295], [2.7740, 2.1220, -1.8245], [2.4397, 0.9247, 0.7975], [-0.1912, -6.2142, 0.5965], [2.0034, -5.7929, -0.7429], [-0.6918, -5.5621, -0.1299], [1.4036, -5.1503, -1.4047], [0.2590, -4.6149, -0.6845], [-1.5054, -5.0143, 0.3491], [0.1028, -3.2873, -0.5329], [-0.7524, -2.7506, 0.1954], [2.0091, -4.3057, -1.7510], [0.8066, -2.6962, -1.1414], [-1.0878, -6.2024, -0.9288], [1.0733, -5.7506, -2.2651], [-0.4774, 3.9390, 3.3271], [1.0392, 3.0461, 2.6788], [2.3110, 4.2606, 2.0535], [1.7564, 1.9592, 4.0395], [0.5120, 1.9285, 1.3129], [-0.0105, 1.1072, 0.5435], [-0.2685, 4.5058, 4.2446], [-1.2733, 3.2136, 3.5451], [-0.8667, 4.6390, 2.5755], [2.6131, 4.9531, 2.8510], [3.2112, 3.7504, 1.6876], [1.9043, 4.8533, 1.2236], [0.9993, 1.2655, 4.4311], [2.5802, 1.3482, 3.6450], [2.1426, 2.5571, 4.8765]],
  "lowdin_charge": [-0.21, -0.50, -0.18, -0.09, 0.06, -0.09, 0.10, -0.12, 0.09, -0.11, 0.09, -0.04, 0.11, 0.12, -0.10, -0.32, 0.09, 0.05, 0.08, -0.21, -0.13, 0.10, 0.09, 0.05, 0.06, 0.98, -0.15, -0.41, -0.03, -0.20, -0.06, -0.07, 0.01, 0.09, 0.08, 0.08, 0.09, 0.08, 0.08, 0.08, 0.08, -0.06, -0.06, -0.18, 0.08, -0.33, -0.03, 0.09, 0.12, 0.08, 0.03, 0.08, 0.09, -0.05, -0.05, -0.18, 0.09, -0.31, -0.08, 0.09, 0.09, 0.08, 0.08, -0.19, 0.40, -0.20, -0.18, -0.24, -0.23, 0.03, 0.02, 0.03, 0.03, 0.02, 0.03, 0.02, 0.03, 0.02],
  "total_energy_ha": -2346.728210,
  "charge": -1
}

***

2.
{
  "formula": "C14H14Cl21NO4S",
  "method": "the ωB97M-V functional and the def2-TZVPD basis",
  "symbols": ["N", "C", "O", "C", "C", "C", "C", "S", "C", "O", "O", "C", "O", "H", "H", "H", "H", "H", "H", "H", "C", "Cl", "Cl", "Cl", "H", "C", "Cl", "Cl", "Cl", "H", "C", "Cl", "Cl", "Cl", "H", "C", "Cl", "Cl", "Cl", "H", "C", "Cl", "Cl", "Cl", "H", "C", "Cl", "Cl", "Cl", "H", "C", "Cl", "Cl", "Cl", "H"],
  "coordinates": [[0.1342, -0.9045, -0.3534], [0.2201, 0.3807, -0.8769], [0.5546, 1.3105, -0.1682], [-0.0590, 0.6072, -2.3477], [-1.5678, 0.8697, -2.6752], [-2.4882, 0.5856, -1.5424], [-3.1621, -0.5471, -1.3316], [-3.2772, -2.0321, -2.2090], [-3.9057, -0.3480, -0.0349], [-4.2061, -1.2360, 0.7109], [-4.0602, 0.9892, 0.1108], [-2.8343, 1.5060, -0.4077], [-2.2547, 2.4341, 0.0672], [-0.4308, -0.9465, 0.4822], [-0.1647, -1.5913, -1.0319], [0.5563, 1.4372, -2.6570], [0.2614, -0.2862, -2.8816], [-1.8451, 0.2118, -3.4885], [-1.6516, 1.9044, -2.9785], [-2.4134, -1.9165, -3.2374], [-4.0592, -0.6557, 3.9559], [-5.0218, 0.3170, 5.0672], [-2.6350, 0.2326, 3.4174], [-3.5792, -2.1793, 4.7133], [-4.6629, -0.8839, 3.0871], [1.8609, 0.0966, -6.1301], [0.2407, 0.6863, -5.7373], [3.0146, 0.5748, -4.8868], [1.8702, -1.6553, -6.3508], [2.1587, 0.5537, -7.0637], [-0.8244, -1.5981, 7.0807], [-1.8257, -0.6470, 8.1758], [0.5566, -0.6529, 6.5185], [-0.2930, -3.0947, 7.8520], [-1.4261, -1.8566, 6.2212], [3.5483, -1.3555, 0.1687], [5.2463, -1.3389, 0.6406], [3.3894, -1.7681, -1.5464], [2.6360, -2.4889, 1.1669], [3.1403, -0.3649, 0.3129], [-1.5176, -3.5245, -6.7969], [-1.1003, -2.6278, -5.3318], [-0.3630, -4.8268, -7.0697], [-3.1618, -4.1520, -6.6990], [-1.4634, -2.8404, -7.6331], [3.1057, 0.7788, 3.9227], [2.0374, 0.1672, 2.6561], [4.6173, 1.3712, 3.2419], [2.2844, 2.0364, 4.8663], [3.3381, -0.0383, 4.5928], [4.2382, 5.9575, 2.9096], [5.8911, 6.1536, 3.5015], [4.2307, 5.6714, 1.1673], [3.4205, 4.6471, 3.7590], [3.7021, 6.8769, 3.1013]],
  "nbo_charge": [-0.84, 0.67, -0.57, -0.50, -0.43, -0.12, -0.24, 0.12, 0.77, -0.53, -0.50, 0.77, -0.46, 0.40, 0.38, 0.25, 0.21, 0.22, 0.25, 0.14, -0.29, 0.02, 0.02, 0.00, 0.25, -0.28, 0.00, 0.03, 0.02, 0.23, -0.29, 0.02, 0.01, 0.01, 0.23, -0.28, 0.02, 0.00, 0.02, 0.24, -0.28, 0.00, 0.03, 0.03, 0.23, -0.28, 0.02, 0.03, 0.02, 0.23, -0.29, 0.01, 0.01, 0.03, 0.23],
  "total_energy_ha": -10959.777139,
  "smiles": "NC(=O)CCC1=C(S)C(=O)OC1=O.ClC(Cl)Cl.ClC(Cl)Cl.ClC(Cl)Cl.ClC(Cl)Cl.ClC(Cl)Cl.ClC(Cl)Cl.ClC(Cl)Cl"
}

***

3.
{
  "formula": "C4H7Br3Cl2NO4S2",
  "method": "the ωB97M-V functional and the def2-TZVPD basis",
  "symbols": ["C", "C", "Cl", "C", "Cl", "S", "O", "O", "N", "S", "O", "O", "H", "H", "H", "H", "H", "H", "C", "Br", "Br", "Br", "H"],
  "coordinates": [[1.9682, -0.6420, 0.0181], [1.4055, 0.7416, -0.2665], [2.5573, 1.5990, -1.3468], [1.1074, 1.5013, 1.0340], [2.5313, 2.3283, 1.7061], [-0.2289, 2.7370, 0.8186], [0.2745, 3.6869, -0.1319], [-0.5312, 3.2031, 2.1498], [-1.4085, 1.9208, 0.1612], [-1.9532, 0.6344, 0.9012], [-3.3916, 0.6130, 0.9268], [-1.2846, -0.5576, 0.4163], [2.9985, -0.5769, 0.3682], [1.9477, -1.2436, -0.8901], [1.3489, -1.1500, 0.7585], [0.4872, 0.6631, -0.8412], [0.8129, 0.7796, 1.7937], [-1.5610, 0.7716, 2.1915], [-1.4923, -3.3389, -1.8776], [-0.7120, -4.8106, -0.9091], [-0.1802, -2.0550, -2.3963], [-2.5218, -3.9678, -3.3814], [-2.1740, -2.8376, -1.2032]],
  "nbo_charge": [-0.63, -0.22, -0.07, -0.50, -0.03, 2.32, -0.95, -0.98, -1.23, 2.17, -0.97, -1.02, 0.21, 0.22, 0.22, 0.27, 0.24, -0.06, -0.49, 0.07, 0.12, 0.06, 0.25],
  "total_energy_ha": -9951.190950,
  "charge": -1
}

***

4.
{
  "formula": "C3H5BrFN",
  "method": "the ωB97M-V functional and the def2-TZVPD basis",
  "symbols": ["C", "C", "C", "N", "F", "Br", "H", "H", "H", "H", "H"],
  "coordinates": [[-1.3178, 0.2862, 0.2277], [-0.3410, -0.5810, 0.3192], [1.0332, -0.4759, -0.2126], [2.0796, 0.1591, 0.5573], [1.4584, -1.7803, -0.6126], [3.8970, 0.0676, 0.0411], [-2.1409, 0.0658, 0.8210], [-1.2778, 1.2490, -0.3877], [-0.5331, -1.3170, 1.0399], [1.1179, 0.0385, -1.2008], [2.0644, 0.0043, 1.6176]],
  "nbo_charge": [-0.32, -0.24, 0.29, -0.71, -0.39, 0.20, 0.20, 0.21, 0.21, 0.17, 0.39],
  "smiles": "C=C[C@H](F)NBr",
  "e_above_lowest_kcal_mol": 14.0
}

***

5.
{
  "formula": "C4H8O2",
  "method": "the ωB97M-V functional and the def2-TZVPD basis",
  "symbols": ["C", "O", "C", "C", "C", "O", "H", "H", "H", "H", "H", "H", "H", "H"],
  "coordinates": [[-2.0574, 0.6582, -0.0373], [-0.9963, -0.0931, -0.5870], [-0.3032, -0.9195, 0.2473], [1.0164, -1.0722, 0.0925], [1.8066, 0.0707, -0.4769], [1.8764, 0.9184, 0.6740], [-2.7122, 0.0416, 0.5934], [-1.6742, 1.5040, 0.5488], [-2.6348, 1.0446, -0.8811], [-0.8877, -1.4561, 0.9970], [1.0069, 0.7109, 1.0668], [1.5684, -1.7714, 0.7130], [1.2899, 0.5779, -1.3002], [2.8185, -0.1889, -0.8097]],
  "nbo_charge": [-0.25, -0.52, 0.11, -0.29, -0.11, -0.71, 0.17, 0.17, 0.20, 0.18, 0.47, 0.22, 0.18, 0.19],
  "smiles": "CO/C=C\\CO",
  "e_above_lowest_kcal_mol": 58.8
}

***

6.
{
  "formula": "C4H7N3",
  "method": "the ωB97M-V functional and the def2-TZVPD basis",
  "symbols": ["C", "C", "C", "C", "H", "H", "H", "H", "H", "H", "H", "N", "N", "N"],
  "coordinates": [[1.4777, 0.6305, -0.3238], [0.0817, -0.8817, -0.3654], [-1.3657, -1.1858, -0.1294], [-0.0128, 0.6267, 0.3936], [1.5598, 0.9457, -1.3540], [2.1249, 1.3592, 0.1562], [1.4423, -0.7764, 1.2932], [0.1894, -0.8542, -1.4277], [-1.9356, -2.0161, 0.3058], [-1.8740, 1.7952, 0.1177], [0.1311, 0.3990, 1.4212], [1.6024, -0.9115, 0.1181], [-2.0492, -0.1904, -0.0091], [-1.3719, 1.0598, -0.1964]],
  "nbo_charge": [-0.25, -0.13, 0.00, -0.08, 0.22, 0.19, 0.33, 0.20, 0.22, 0.37, 0.17, -0.55, -0.23, -0.47],
  "smiles": "C1=NN[C@@H]2CN[C@@H]12",
  "e_above_lowest_kcal_mol": 149.8
}

***

7.
{
  "formula": "C6H26NO5",
  "method": "the ωB97M-V functional and the def2-TZVPD basis",
  "symbols": ["C", "C", "C", "C", "C", "C", "N", "H", "H", "H", "H", "H", "H", "H", "H", "H", "H", "H", "H", "H", "H", "H", "H", "H", "H", "O", "H", "H", "O", "H", "H", "O", "H", "H", "O", "H", "H", "O"],
  "coordinates": [[-0.8151, 1.7811, -1.7065], [-1.1035, 0.5532, -0.7707], [-1.5227, 0.9380, 0.6645], [-2.0578, -0.2001, 1.4843], [-0.3161, 1.6628, 1.4571], [1.0878, 1.9416, 0.9309], [0.0090, -0.4594, -0.8390], [-1.4332, 1.5857, -2.5747], [0.2540, 1.8806, -1.8474], [-1.1616, 2.6955, -1.2678], [-1.9802, 0.0900, -1.2317], [-2.2808, 1.7160, 0.5496], [-2.2035, 0.1900, 2.4959], [-1.3171, -0.9851, 1.6161], [-2.9169, -0.7461, 1.0972], [-0.2915, 1.0993, 2.4017], [-0.7507, 2.5997, 1.8268], [0.8103, 2.5447, 0.0649], [1.6222, 1.0079, 0.7582], [1.6702, 2.6454, 1.5195], [0.2295, -0.4832, -1.8385], [-0.3918, -1.3537, -0.5323], [0.7371, -0.3553, -0.1425], [2.9556, -0.0909, 3.0844], [2.3808, -1.3297, 3.7919], [2.6968, -0.9980, 2.9509], [0.9971, -0.1147, -3.3102], [0.3403, 0.8436, -4.1730], [0.1949, -0.0598, -3.8598], [-1.8820, -3.8094, 2.0415], [-2.7785, -2.8663, 2.5483], [-1.8524, -2.8930, 2.3168], [2.7884, 0.5987, -1.3929], [2.8656, 1.0642, -2.8835], [2.2851, 0.8194, -2.1805], [1.5912, -3.8724, -0.4330], [0.7764, -4.0000, -1.7538], [0.7631, -3.6403, -0.8625]],
  "nbo_charge": [-0.65, -0.04, -0.22, -0.64, -0.43, -0.63, -0.70, 0.24, 0.23, 0.23, 0.22, 0.23, 0.23, 0.23, 0.22, 0.21, 0.22, 0.22, 0.17, 0.25, 0.46, 0.46, 0.44, 0.47, 0.48, -0.95, 0.47, 0.48, -0.94, 0.47, 0.47, -0.94, 0.50, 0.50, -0.98, 0.49, 0.49, -0.97],
  "e_above_lowest_kcal_mol": 33.5,
  "charge": 1
}

***

8.
{
  "formula": "Cl3HN3O3PS2",
  "method": "the ωB97M-V functional and the def2-TZVPD basis",
  "symbols": ["N", "N", "N", "O", "O", "O", "P", "S", "S", "Cl", "Cl", "Cl", "H"],
  "coordinates": [[-0.6806, 1.1545, 1.1201], [-0.0523, -1.4452, 0.9227], [-0.7365, -0.0654, -1.1720], [-2.6625, 1.3616, -0.3587], [-1.6133, -2.4130, -0.7686], [2.5950, 0.9751, -0.2938], [0.3841, 0.0082, 1.4343], [-1.2611, 1.1628, -0.3599], [-0.5555, -1.4954, -0.5807], [0.7704, -0.0375, 3.2956], [-0.4231, 2.6447, -1.2789], [0.9825, -2.1345, -1.5816], [3.2531, 0.2841, -0.3784]],
  "nbo_charge": [-1.25, -1.25, -1.23, -0.86, -0.85, -0.40, 1.56, 2.13, 2.14, -0.16, -0.10, -0.13, 0.42],
  "multiplicity": 3,
  "s2": 2.006,
  "total_energy_ha": -2908.703988
}